Version one
Below is an isolated ion of composition C7H12N3O2 and charge +1, with properties calculated with the ωB97M-V functional and the def2-TZVPD basis.

Values from the calculation:
**Total charge**: +1
**SMILES**: C/C(O)=N/N1CC[N+](=C=O)CC1

Each atom is followed by the atoms it is bonded to, with distances in Å.
CARTESIAN COORDINATES (ANGSTROEM)
1 C 2.42608 -2.41421 0.00330  C2 1.506, H13 1.161, H14 1.055, H15 1.058
2 C 1.89228 -1.01172 0.13178  C1 1.506, O3 1.382, N4 1.287
3 O 2.41750 -0.12035 1.04774  C2 1.382, H16 1.046
4 N 0.80639 -0.69907 -0.48320  C2 1.287, N5 1.408
5 N 0.22679 0.53505 -0.13029  N4 1.408, C6 1.398, C12 1.451
6 C -0.34786 0.83735 1.10824  N5 1.398, C7 1.629, H17 1.093, H18 1.187
7 C -1.96433 0.98154 0.96744  C6 1.629, N8 1.483, H19 1.072, H20 1.112
8 N -2.28259 -0.00930 -0.08858  C7 1.483, C9 1.245, C11 1.458
9 C -2.78574 -1.10984 0.20375  N8 1.245, O10 1.154
10 O -3.40096 -2.07946 0.31609  C9 1.154
11 C -1.85867 0.37604 -1.42932  N8 1.458, C12 1.554, H21 1.109, H22 1.070
12 C -0.47390 1.06535 -1.28517  N5 1.451, C11 1.554, H23 1.074, H24 1.125
13 H 2.58694 -2.76873 1.09731  C1 1.161
14 H 3.40258 -2.37275 -0.39503  C1 1.055
15 H 1.72625 -3.00107 -0.53114  C1 1.058
16 H 1.85948 0.74738 0.87396  O3 1.046
17 H -0.18870 1.76972 1.65692  C6 1.093
18 H -0.08661 -0.05114 1.85055  C6 1.187
19 H -2.56767 0.70952 1.81071  C7 1.072
20 H -2.23761 2.00753 0.63848  C7 1.112
21 H -2.67044 1.00219 -1.85217  C11 1.109
22 H -1.73436 -0.47523 -2.06496  C11 1.070
23 H 0.06664 1.00892 -2.21164  C12 1.074
24 H -0.44128 2.07362 -0.78697  C12 1.125

=====

Version two
Below is a 2-piece molecular cluster, C7H12N3O2 overall, with properties calculated with the ωB97M-V functional and the def2-TZVPD basis.

Values from the calculation:
**Total charge**: +1

Each atom is followed by the atoms it is bonded to, with distances in Å.
CARTESIAN COORDINATES (ANGSTROEM)
1 C 2.50699 -0.80379 0.41569  C3 1.296, N9 1.287
2 C -0.77631 0.33565 -0.67492  C4 1.202, N10 1.366
3 C 1.60644 -1.60961 0.88524  C1 1.296, O11 1.154
4 C 0.22556 0.99922 -0.68206  C2 1.202, O12 1.178
5 C 4.47734 0.49502 0.48331  N9 1.410, H13 1.081, H14 1.120, H15 1.145
6 C -2.28362 -1.41096 -0.45139  N10 1.473, H16 1.073, H17 1.059, H18 1.052
7 C -3.11437 0.84831 -0.81642  N10 1.537, H19 1.132, H20 1.138, H21 1.135
8 N -1.84048 0.12886 1.20656  N10 1.390, H22 1.058, H23 1.025
9 N 3.27502 0.07734 -0.12236  C1 1.287, C5 1.410, H24 1.051
10 N -2.00227 0.00744 -0.16839  C2 1.366, C6 1.473, C7 1.537, N8 1.390
11 O 0.75961 -2.26183 1.31966  C3 1.154
12 O 1.28240 1.49815 -0.82693  C4 1.178
13 H 5.21274 -0.01771 -0.12039  C5 1.081
14 H 4.65519 1.58190 0.28010  C5 1.120
15 H 4.64377 0.04889 1.52428  C5 1.145
16 H -3.16687 -1.64273 0.11159  C6 1.073
17 H -2.42923 -1.58570 -1.48536  C6 1.059
18 H -1.37239 -1.90639 -0.27484  C6 1.052
19 H -4.09310 0.57714 -0.31570  C7 1.132
20 H -3.04501 1.96082 -0.58793  C7 1.138
21 H -3.28579 0.73790 -1.93304  C7 1.135
22 H -2.77367 0.40300 1.62393  N8 1.058
23 H -1.20163 0.89676 1.43828  N8 1.025
24 H 2.73968 0.64230 -0.82891  N9 1.051

=====

Name the most stable of them. version one.

=====

Version one
Below is the molecule CHN3O3, with properties calculated with the ωB97M-V functional and the def2-TZVPD basis.

Values from the calculation:
**SMILES**: O=[N+]([O-])N=C=NO

Each atom is followed by the atoms it is bonded to, with distances in Å.
CARTESIAN COORDINATES (ANGSTROEM)
1 O -2.36200 -1.24183 0.69309  N2 1.222
2 N -1.97736 -0.25770 0.07914  O1 1.222, O3 1.178, N4 1.349
3 O -2.50843 0.39410 -0.74560  N2 1.178
4 N -0.85962 0.22093 0.66414  N2 1.349, C5 1.234
5 C 0.29047 0.30338 0.22408  N4 1.234, N6 1.207
6 N 1.39495 0.08528 -0.21000  C5 1.207, O7 1.337
7 O 2.63896 0.56839 -0.28912  N6 1.337, H8 0.990
8 H 3.38304 -0.07256 -0.41572  O7 0.990

=====

Version two
Below is the molecule CHN3O3, with properties calculated with the ωB97M-V functional and the def2-TZVPD basis.

Values from the calculation:
**SMILES**: O=N/C=N/[N+](=O)[O-]

Each atom is followed by the atoms it is bonded to, with distances in Å.
CARTESIAN COORDINATES (ANGSTROEM)
1 O -2.83711 -0.81263 0.00652  N2 1.146
2 N -1.74579 -0.56594 -0.24352  O1 1.146, C3 1.303
3 C -0.71359 0.17331 0.04797  N2 1.303, N4 1.278, H8 1.153
4 N 0.31500 -0.27015 0.66330  C3 1.278, N5 1.466
5 N 1.65263 0.08822 0.18177  N4 1.466, O6 1.199, O7 1.170
6 O 2.55939 -0.27160 0.87945  N5 1.199
7 O 1.66065 0.59526 -0.87225  N5 1.170
8 H -0.89119 1.06354 -0.66324  C3 1.153

=====

Name the most stable of them. version one.

=====

Version one
Below is a 2-piece molecular cluster, C4H13NS overall, with properties calculated with the ωB97M-V functional and the def2-TZVPD basis.

Values from the calculation:
**Total charge**: +1
**2S+1**: 2

Each atom is followed by the atoms it is bonded to, with distances in Å.
CARTESIAN COORDINATES (ANGSTROEM)
1 C -1.76476 -0.14859 1.49700  C2 1.474, H4 1.179, H5 1.109, H6 1.078
2 C -1.89634 -1.61623 1.49565  C1 1.474, S3 2.005, H7 1.126, H8 1.047
3 S -0.63775 -2.44058 0.16973  C2 2.005, H15 1.312
4 H -2.19053 0.37891 0.53179  C1 1.179
5 H -2.25951 0.23252 2.41402  C1 1.109
6 H -0.72007 0.00623 1.71132  C1 1.078
7 H -1.59895 -2.14554 2.44436  C2 1.126
8 H -2.82367 -2.05092 1.27901  C2 1.047
9 C 1.43772 0.96136 0.02360  N10 1.473, H12 1.108, H13 1.175, H14 1.120
10 N 0.99716 0.30320 -1.21816  C9 1.473, C11 1.414, H16 1.010
11 C 1.56994 0.93726 -2.34537  N10 1.414, H17 1.093, H18 1.089, H19 1.064
12 H 2.48731 0.63577 0.16457  C9 1.108
13 H 0.71373 0.54472 0.85022  C9 1.175
14 H 1.41859 2.08086 -0.00168  C9 1.120
15 H 0.18370 -1.41817 0.21640  S3 1.312
16 H -0.01214 0.31733 -1.18329  N10 1.010
17 H 0.97508 0.77844 -3.24802  C11 1.093
18 H 1.54119 2.02604 -2.35619  C11 1.089
19 H 2.57930 0.61736 -2.44497  C11 1.064

=====

Version two
Below is a 3-piece molecular cluster, C4H13NS overall, with properties calculated with the ωB97M-V functional and the def2-TZVPD basis.

Values from the calculation:
**Total charge**: +1
**2S+1**: 2

Each atom is followed by the atoms it is bonded to, with distances in Å.
CARTESIAN COORDINATES (ANGSTROEM)
1 C 1.52800 -2.69266 -0.99147  C2 1.520, H4 1.094, H5 1.093, H6 1.087
2 C 0.24947 -2.15268 -1.61221  C1 1.520, S3 1.863, H7 1.094, H8 1.086
3 S -0.54421 -1.07078 -0.31948  C2 1.863
4 H 1.28137 -3.10505 -0.00905  C1 1.094
5 H 2.16890 -1.82773 -0.80043  C1 1.093
6 H 2.00470 -3.47225 -1.57996  C1 1.087
7 H -0.55866 -2.86861 -1.78851  C2 1.094
8 H 0.33251 -1.56615 -2.52261  C2 1.086
9 C -0.26764 1.79064 2.10808  C10 1.533, H12 1.089, H13 1.089, H14 1.089
10 C -1.27224 2.01732 0.97281  C9 1.533, N11 1.457, H15 1.100, H16 1.091
11 N -0.59137 2.11540 -0.31182  C10 1.457, H18 1.024, H19 1.038
12 H -0.71300 1.95778 3.08774  C9 1.089
13 H 0.08915 0.76254 2.06818  C9 1.089
14 H 0.53748 2.51719 2.00429  C9 1.089
15 H -1.97769 1.17372 1.00009  C10 1.100
16 H -1.87227 2.90405 1.18232  C10 1.091
17 H 1.07689 0.00822 -0.90816  no bonds
18 H -1.33007 2.28990 -0.99950  N11 1.024
19 H -0.14134 1.21917 -0.58031  N11 1.038

=====

Name the most stable of them. version one.